{
  "formula": "C30H56O14S",
  "method": "the ωB97M-V functional and the def2-TZVPD basis",
  "smiles": "CCC(=O)OCC[C@H]1OS(=O)(=O)O[C@@H]1CC=O.CC(C)=O.CC(C)=O.CC(C)=O.CC(C)=O.CC(C)=O.CC(C)=O.CC(C)=O",
  "e_tot_ha": -2628.099813,
  "orbital_gap_ev": 9.4,
  "total_charge": 0,
  "multiplicity": 1,
  "symbols": ["C", "C", "C", "O", "O", "C", "C", "C", "O", "S", "O", "O", "O", "C", "C", "C", "O", "H", "H", "H", "H", "H", "H", "H", "H", "H", "H", "H", "H", "H", "H", "C", "C", "C", "O", "H", "H", "H", "H", "H", "H", "C", "C", "C", "O", "H", "H", "H", "H", "H", "H", "C", "C", "C", "O", "H", "H", "H", "H", "H", "H", "C", "C", "C", "O", "H", "H", "H", "H", "H", "H", "C", "C", "C", "O", "H", "H", "H", "H", "H", "H", "C", "C", "C", "O", "H", "H", "H", "H", "H", "H", "C", "C", "C", "O", "H", "H", "H", "H", "H", "H"],
  "xyz": [[-0.54713, -2.55770, 0.84373], [-1.27047, -2.67481, -0.49948], [-1.47223, -1.40846, -1.28548], [-1.95847, -1.37368, -2.39452], [-1.05380, -0.29877, -0.64412], [-1.73569, 0.92871, -0.90906], [-2.93004, 1.12998, 0.00737], [-4.03426, 0.09387, -0.25070], [-4.12095, -0.92206, 0.77552], [-4.94411, -0.30226, 1.98658], [-4.13452, 0.59292, 2.74279], [-5.66658, -1.34736, 2.62203], [-5.92968, 0.56344, 1.08672], [-5.48231, 0.61090, -0.28529], [-6.40154, -0.30439, -1.12760], [-7.75247, -0.51661, -0.47616], [-8.76776, 0.00403, -0.86153], [0.14150, -1.71349, 0.86172], [-1.23477, -2.48260, 1.68782], [0.04888, -3.46173, 0.99562], [-2.27555, -3.09091, -0.36699], [-0.73908, -3.36861, -1.15785], [-1.01073, 1.72599, -0.73956], [-1.99893, 0.99072, -1.96914], [-3.31714, 2.14119, -0.15216], [-2.58708, 1.04954, 1.03866], [-3.84427, -0.34490, -1.23300], [-5.54300, 1.61154, -0.71442], [-5.93128, -1.28811, -1.24079], [-6.55600, 0.15607, -2.10562], [-7.75771, -1.20752, 0.38745], [1.14217, 1.77712, 1.75110], [0.04346, 1.36952, 2.70333], [0.10659, 1.93161, 4.09743], [-0.84473, 0.62419, 2.35037], [0.98704, 1.30282, 0.78307], [1.14819, 2.86254, 1.64082], [2.11239, 1.47450, 2.15216], [0.06421, 3.02041, 4.05096], [1.04206, 1.63685, 4.57825], [-0.73096, 1.56616, 4.68666], [-3.99765, 1.26392, 5.79852], [-3.11607, 1.78610, 6.90421], [-3.79581, 2.11759, 8.21343], [-1.92380, 1.93715, 6.76197], [-3.40685, 1.05624, 4.91199], [-4.49437, 0.34747, 6.12340], [-4.76676, 1.99995, 5.55715], [-4.28489, 1.22875, 8.61575], [-4.56094, 2.87973, 8.05515], [-3.06181, 2.48259, 8.92787], [0.11717, 6.63416, 4.49208], [1.04219, 5.92340, 3.53588], [2.43874, 6.47853, 3.40202], [0.68154, 4.95375, 2.90884], [-0.85142, 6.14045, 4.50072], [0.53901, 6.62290, 5.49860], [-0.00627, 7.67532, 4.18892], [2.94160, 6.46226, 4.37052], [2.39883, 7.51409, 3.05999], [3.00366, 5.88289, 2.68918], [0.26213, 0.89211, -5.13791], [0.67776, 1.08178, -3.70150], [1.48173, -0.02996, -3.07653], [0.37853, 2.07576, -3.07479], [-0.31067, 1.75531, -5.46990], [1.14370, 0.76240, -5.76684], [-0.34551, -0.01005, -5.22800], [2.40924, -0.17765, -3.62755], [0.91798, -0.96379, -3.10988], [1.69782, 0.22537, -2.04054], [3.98436, -2.56713, 0.08729], [3.41478, -3.24172, 1.31309], [3.78892, -2.65085, 2.65090], [2.68710, -4.20531, 1.23327], [3.63056, -3.06661, -0.80897], [3.67316, -1.52080, 0.05351], [5.07598, -2.59615, 0.11573], [3.46169, -1.61062, 2.70283], [4.87259, -2.67164, 2.78025], [3.31614, -3.21848, 3.44871], [2.99144, -3.84708, -5.30643], [3.79649, -3.65788, -4.04341], [5.04825, -4.49129, -3.90574], [3.45109, -2.88274, -3.18297], [2.12133, -3.19487, -5.28822], [3.60422, -3.61615, -6.18060], [2.66722, -4.88581, -5.39019], [5.73507, -4.27686, -4.72700], [4.79730, -5.55252, -3.94458], [5.53476, -4.26927, -2.95892], [4.28298, -1.84610, -7.50957], [3.92192, -1.73098, -6.04857], [4.97488, -2.15755, -5.05348], [2.84549, -1.31433, -5.68934], [3.44940, -1.50968, -8.12108], [5.16294, -1.23825, -7.72678], [4.52037, -2.88248, -7.75703], [5.87706, -1.55723, -5.18400], [5.24263, -3.20371, -5.21792], [4.59779, -2.03508, -4.04018]]
}

{
  "formula": "C17H24N2O4",
  "method": "the ωB97M-V functional and the def2-TZVPD basis",
  "e_above_lowest_kj_mol": 98.4,
  "smiles": "COC(CNC(=O)[C@H]1CC(=O)N(CCc2ccccc2)C1)OC",
  "e_tot_ha": -1072.693258,
  "orbital_gap_ev": 9.6,
  "total_charge": 0,
  "multiplicity": 1,
  "symbols": ["C", "O", "C", "C", "N", "C", "O", "C", "C", "C", "O", "N", "C", "C", "C", "C", "C", "C", "C", "C", "C", "O", "C", "H", "H", "H", "H", "H", "H", "H", "H", "H", "H", "H", "H", "H", "H", "H", "H", "H", "H", "H", "H", "H", "H", "H", "H"],
  "xyz": [[2.65084, 2.82294, 0.58911], [3.04001, 2.01774, -0.49822], [3.64492, 0.78796, -0.14957], [2.61780, -0.21892, 0.38529], [1.49849, -0.26031, -0.52345], [0.67970, -1.32557, -0.62441], [0.77163, -2.29895, 0.08927], [-0.37629, -1.16789, -1.72681], [-1.34043, -2.35468, -1.73908], [-2.67575, -1.80630, -1.27407], [-3.68639, -2.43550, -1.05456], [-2.56071, -0.46502, -1.15625], [-3.61684, 0.36591, -0.63420], [-3.74708, 0.22859, 0.89352], [-2.44280, 0.51323, 1.57967], [-2.05442, 1.81875, 1.85794], [-0.84011, 2.07781, 2.46844], [0.00400, 1.03216, 2.80580], [-0.36833, -0.27144, 2.52263], [-1.58348, -0.52687, 1.91282], [-1.26463, 0.06988, -1.48434], [4.21003, 0.24116, -1.29049], [5.28686, 0.98554, -1.82634], [2.38686, 3.79041, 0.16622], [3.47562, 2.94840, 1.29984], [1.78420, 2.40638, 1.11176], [4.42054, 0.97552, 0.62572], [3.07354, -1.21037, 0.44507], [2.28719, 0.07665, 1.38692], [1.45872, 0.49739, -1.18854], [0.16271, -1.07649, -2.67283], [-1.45307, -2.80779, -2.72343], [-1.00174, -3.12735, -1.04505], [-3.40629, 1.40130, -0.91187], [-4.55741, 0.05169, -1.09643], [-4.06454, -0.79167, 1.11087], [-4.51964, 0.91862, 1.23740], [-2.71307, 2.63752, 1.60289], [-0.55466, 3.09710, 2.68847], [0.94274, 1.23555, 3.30319], [0.28366, -1.09436, 2.77314], [-1.86726, -1.54536, 1.69431], [-1.33705, 0.69656, -2.38418], [-0.88994, 0.68979, -0.66244], [5.63790, 0.42410, -2.68850], [6.09444, 1.08053, -1.09143], [4.96150, 1.98128, -2.13656]]
}

{
  "formula": "C11H10BrNPtS",
  "method": "the ωB97M-V functional and the def2-TZVPD basis",
  "s_squared": 2.009,
  "e_tot_ha": -3571.258795,
  "orbital_gap_ev": [3.9, 3.7],
  "total_charge": -2,
  "multiplicity": 3,
  "symbols": ["C", "C", "C", "H", "C", "C", "H", "H", "H", "H", "Pt", "Br", "C", "C", "C", "H", "C", "C", "H", "H", "H", "H", "S", "C", "N"],
  "xyz": [[1.50216, -0.78059, -1.65797], [0.93923, 0.49054, -2.06308], [1.38168, 1.48962, -1.13527], [0.30057, 0.65258, -2.92320], [2.18238, 0.87101, -0.14661], [2.26754, -0.53778, -0.43755], [2.78854, -1.28811, 0.14511], [1.34216, -1.73325, -2.14652], [1.11756, 2.54438, -1.18968], [2.68386, 1.37729, 0.67757], [0.06412, -0.18734, -0.16407], [-2.00380, 1.80485, -1.13600], [-1.62068, -0.95635, 1.36364], [-0.37816, -1.62906, 1.57933], [-0.02346, -2.31876, 0.36775], [0.18182, -1.66341, 2.51366], [-1.04993, -2.00164, -0.61920], [-2.03836, -1.18908, 0.03739], [-2.94940, -0.82352, -0.42355], [-2.16338, -0.36610, 2.10689], [0.85596, -2.93713, 0.20349], [-1.08098, -2.35068, -1.65123], [-0.50219, 1.89738, 1.45505], [-1.30118, 3.32188, 1.82254], [-1.72058, 4.32300, 2.32372]]
}

{
  "formula": "C11H22BrNO7P",
  "method": "the ωB97M-V functional and the def2-TZVPD basis",
  "e_above_lowest_kj_mol": 130.2,
  "smiles": "CCOC[C@]1(O)[C@H](COO)[N+]([C@@H](Br)CC)=C[C@@H]1P(=O)(O)O",
  "e_tot_ha": -3928.786665,
  "orbital_gap_ev": 8.0,
  "total_charge": 1,
  "multiplicity": 1,
  "symbols": ["C", "C", "O", "C", "C", "O", "C", "C", "O", "O", "N", "C", "Br", "C", "C", "C", "C", "P", "O", "O", "O", "H", "H", "H", "H", "H", "H", "H", "H", "H", "H", "H", "H", "H", "H", "H", "H", "H", "H", "H", "H", "H", "H"],
  "xyz": [[2.04422, 0.34359, -4.07778], [1.42983, 0.05780, -2.66549], [2.35931, -0.51126, -1.73098], [2.17603, -0.00653, -0.42298], [0.81942, -0.43808, 0.24042], [0.19697, -1.57676, -0.39721], [-0.39089, 0.57793, 0.24201], [-0.18260, 1.99158, 0.89711], [0.68634, 2.83269, 0.12392], [-0.17097, 3.53327, -0.74963], [-1.34917, -0.21615, 1.06708], [-2.83114, -0.23325, 1.05676], [-3.61426, 1.35447, 0.16225], [-3.26588, -1.49934, 0.17825], [-3.08966, -1.23340, -1.38221], [-0.74572, -1.00053, 1.91450], [0.80579, -0.89567, 1.76009], [1.81293, 0.06645, 3.01490], [2.46172, 1.30693, 2.46889], [3.04446, -0.96078, 3.51837], [0.91575, 0.32300, 4.41126], [1.52705, 1.23500, -4.51521], [3.14358, 0.48848, -4.08399], [1.76471, -0.51536, -4.73589], [0.91607, 0.94252, -2.20243], [0.61734, -0.70553, -2.81484], [2.33322, 1.09696, -0.45872], [2.99349, -0.40745, 0.23218], [0.82911, -2.30748, -0.33812], [-0.72149, 0.84474, -0.79242], [0.14478, 1.95778, 1.96781], [-1.16536, 2.53030, 0.91564], [0.22368, 3.55866, -1.63527], [-3.23796, -0.35061, 2.08906], [-4.34332, -1.73895, 0.31617], [-2.58626, -2.34147, 0.44152], [-2.26375, -0.52068, -1.59583], [-4.03373, -0.88308, -1.85539], [-2.80884, -2.19877, -1.87595], [-1.18913, -1.68562, 2.66211], [1.29818, -1.90314, 1.76500], [3.45092, -1.37096, 2.74120], [-0.00477, 0.45869, 4.14385]]
}

{
  "formula": "C6H7N3O4",
  "method": "the ωB97M-V functional and the def2-TZVPD basis",
  "e_above_lowest_kj_mol": 902.0,
  "smiles": "C/C(=C/[C@@H]1N=CC=[N+]([O-])O1)[N+](=O)[O-]",
  "e_tot_ha": -697.755296,
  "orbital_gap_ev": [8.5, 8.5],
  "total_charge": 0,
  "multiplicity": 1,
  "symbols": ["C", "C", "C", "C", "N", "C", "C", "N", "O", "O", "N", "O", "O", "H", "H", "H", "H", "H", "H", "H"],
  "xyz": [[2.24389, -0.68767, 0.52878], [0.92706, -0.18047, 0.07373], [0.10474, -0.96120, -0.65539], [-1.21190, -0.35139, -1.26807], [-1.22870, 1.06954, -1.54374], [-1.99039, 1.82766, -0.85011], [-2.80810, 1.34324, 0.18186], [-2.73411, 0.12065, 0.59537], [-3.38880, -0.42978, 1.43431], [-2.24134, -0.85173, -0.32139], [0.50945, 1.18048, 0.52726], [1.10014, 2.15618, 0.11046], [-0.37668, 1.18022, 1.30121], [2.30964, -0.60414, 1.67242], [2.94645, 0.09976, 0.05750], [2.63730, -1.72400, 0.22709], [0.56217, -1.86373, -1.17716], [-1.49485, -0.90086, -2.18013], [-1.94258, 2.80999, -1.13702], [-3.40193, 2.07927, 0.66958]]
}

{
  "formula": "C16H20N3OSe5Si2V",
  "method": "the ωB97M-V functional and the def2-TZVPD basis",
  "e_above_lowest_kj_mol": 43.2,
  "e_tot_ha": -14391.392939,
  "orbital_gap_ev": [5.5, 5.5],
  "total_charge": 0,
  "multiplicity": 1,
  "symbols": ["V", "Se", "Se", "Se", "Se", "C", "Si", "C", "C", "C", "C", "C", "C", "C", "Si", "C", "C", "H", "H", "H", "H", "H", "H", "H", "H", "H", "H", "H", "H", "H", "H", "H", "H", "Se", "N", "C", "C", "C", "C", "C", "C", "N", "H", "H", "H", "H", "O", "N"],
  "xyz": [[-0.57648, 0.25204, -0.25543], [-1.23371, 1.64862, 1.61476], [-2.75162, 3.31526, 0.95191], [-2.25267, 3.37551, -1.30494], [-2.44827, 1.08524, -1.70045], [2.63102, 1.80650, 2.10665], [2.33786, 0.04114, 1.62713], [3.87484, -0.73740, 0.92794], [1.59166, -0.99840, 2.97069], [2.37859, -1.19631, 4.11070], [1.92390, -1.94677, 5.18180], [0.66218, -2.51914, 5.12094], [-0.12375, -2.33454, 3.99523], [0.31280, -1.57411, 2.90176], [-0.89176, -1.54908, 1.44587], [-0.68778, -3.23852, 0.64457], [-2.64020, -1.46219, 2.12885], [3.55594, 1.90800, 2.67926], [1.80341, 2.19089, 2.70300], [2.71413, 2.42314, 1.20909], [4.65930, -0.81378, 1.68441], [4.26356, -0.13460, 0.10372], [3.66890, -1.74369, 0.55789], [3.36956, -0.75448, 4.17019], [2.54689, -2.08410, 6.05639], [0.28922, -3.10719, 5.95033], [-1.10760, -2.79187, 3.97470], [-0.73536, -3.98978, 1.43865], [0.28221, -3.34080, 0.15109], [-1.47053, -3.46742, -0.07950], [-2.97303, -2.43904, 2.49295], [-3.34115, -1.13079, 1.35878], [-2.69324, -0.73916, 2.94222], [1.09273, -1.30505, -2.47369], [-0.54593, -1.22502, -1.69857], [-1.35241, -2.01879, -2.37676], [-2.73681, -2.24355, -2.08300], [-3.42438, -3.09989, -2.87024], [-2.81459, -3.78883, -3.98050], [-1.51401, -3.60700, -4.28926], [-0.73609, -2.70561, -3.48543], [0.53906, -2.45065, -3.68329], [-3.20133, -1.73167, -1.25110], [-4.47248, -3.27803, -2.66772], [-3.42225, -4.46677, -4.56454], [-1.03450, -4.11324, -5.11518], [1.05924, 0.96808, -0.67270], [1.09251, 0.00506, 0.36014]]
}

{
  "formula": "C4H9NO2",
  "method": "the ωB97M-V functional and the def2-TZVPD basis",
  "e_above_lowest_kj_mol": 222.8,
  "smiles": "C[C@H]1CO1.[H]/N=C/O",
  "e_tot_ha": -363.000687,
  "orbital_gap_ev": 11.2,
  "total_charge": 0,
  "multiplicity": 1,
  "symbols": ["C", "C", "C", "O", "H", "H", "H", "H", "H", "H", "H", "N", "C", "O", "H", "H"],
  "xyz": [[-1.20635, 1.30464, 0.02332], [-1.56900, 0.11465, 0.86435], [-1.56524, -1.24377, 0.32179], [-0.52020, -0.80841, 1.19003], [-0.74625, 2.08557, 0.63663], [-2.10560, 1.72098, -0.44407], [-0.48082, 1.02428, -0.74493], [-2.22158, 0.30613, 1.71674], [-2.21313, -2.00880, 0.74525], [-1.26924, -1.39255, -0.71606], [2.47159, 1.17642, -1.71048], [1.89241, 0.64080, -1.07119], [2.56880, -0.31112, -0.57340], [2.07613, -1.17020, 0.30900], [3.61424, -0.54299, -0.80476], [1.15194, -0.90881, 0.53889]]
}

{
  "formula": "C4H8N4",
  "method": "the ωB97M-V functional and the def2-TZVPD basis",
  "e_above_lowest_kj_mol": 578.2,
  "smiles": "[H]/N=C(\\NN=C)[C@@H]1CN1",
  "e_tot_ha": -376.028247,
  "orbital_gap_ev": 9.7,
  "total_charge": 0,
  "multiplicity": 1,
  "symbols": ["H", "N", "C", "N", "N", "C", "C", "C", "N", "H", "H", "H", "H", "H", "H", "H"],
  "xyz": [[0.29403, 2.88057, -0.02191], [0.72711, 1.86204, -0.14798], [0.02213, 0.75020, -0.12696], [-1.38624, 0.87571, -0.06788], [-2.31594, -0.17936, 0.26007], [-2.02116, -1.29006, -0.10791], [0.89786, -0.38452, 0.37954], [2.38933, -0.28891, 0.18807], [1.56931, -1.35738, -0.46570], [-1.68657, 1.82770, -0.14847], [-3.05349, -1.75570, 0.19453], [-1.18877, -1.48715, -1.00016], [0.29208, -0.52847, 1.25771], [3.24184, -0.54386, 0.93864], [2.72788, 0.62228, -0.36985], [1.48438, -2.14275, 0.10349]]
}